No. 1
{
  "formula": "C48H48I2N8O9P2PbS",
  "method": "ωB97M-V/def2-TZVPD",
  "species": ["Pb", "O", "C", "C", "C", "C", "C", "C", "C", "O", "N", "N", "C", "C", "C", "C", "C", "C", "N", "H", "H", "H", "H", "H", "H", "H", "H", "H", "H", "O", "C", "O", "C", "C", "C", "C", "C", "C", "C", "C", "C", "N", "H", "H", "H", "H", "H", "H", "C", "P", "C", "N", "C", "C", "C", "C", "C", "C", "N", "C", "P", "C", "C", "C", "C", "C", "C", "C", "C", "C", "H", "H", "H", "H", "H", "H", "H", "H", "H", "H", "H", "H", "H", "H", "H", "H", "H", "H", "H", "H", "H", "H", "H", "H", "H", "H", "H", "H", "I", "I", "O", "S", "N", "O", "C", "O", "C", "C", "C", "C", "C", "C", "N", "O", "O", "H", "H", "H", "H"],
  "positions_angstrom": [[0.5316, 0.3347, -0.6391], [0.6200, -4.7462, 2.5676], [-0.6036, -5.1417, 2.1647], [-1.0069, -6.4353, 2.5009], [-2.2416, -6.9018, 2.1038], [-3.0982, -6.0871, 1.3687], [-2.7046, -4.8019, 1.0513], [-1.4629, -4.2997, 1.4392], [-1.0713, -2.8817, 1.1285], [0.1342, -2.5303, 1.3349], [-2.0805, -2.1211, 0.7539], [-1.7593, -0.8023, 0.5853], [-2.7683, -0.0094, 0.5881], [-2.5746, 1.4509, 0.6448], [-3.6366, 2.3095, 0.3587], [-3.4413, 3.6736, 0.4493], [-2.2001, 4.1491, 0.8408], [-1.2076, 3.2240, 1.1136], [-1.3764, 1.9099, 1.0275], [0.7101, -3.8284, 2.1821], [-0.3115, -7.0590, 3.0464], [-2.5327, -7.9170, 2.3470], [-4.0599, -6.4584, 1.0391], [-3.3479, -4.1468, 0.4812], [-3.7816, -0.4067, 0.6461], [-4.5793, 1.9001, 0.0337], [-4.2411, 4.3588, 0.1973], [-1.9928, 5.2080, 0.9088], [-0.2141, 3.5555, 1.4003], [-0.9178, 4.3072, -2.2548], [-0.2993, 3.3238, -1.8415], [-0.6981, 2.1288, -1.7679], [1.1323, 3.6215, -1.3386], [1.7038, 4.8754, -1.6886], [2.9284, 5.2052, -1.2097], [3.6158, 4.2973, -0.3628], [4.8827, 4.5678, 0.2017], [5.4995, 3.6499, 1.0056], [4.8766, 2.4125, 1.2717], [3.6544, 2.1304, 0.7324], [2.9895, 3.0683, -0.0874], [1.7543, 2.7561, -0.5819], [1.1225, 5.5185, -2.3311], [3.3974, 6.1488, -1.4647], [5.3550, 5.5195, -0.0154], [6.4700, 3.8649, 1.4342], [5.3693, 1.6807, 1.9005], [3.1743, 1.1797, 0.9189], [1.3920, 1.7000, 3.1104], [0.9243, -0.0081, 2.5768], [2.6580, -0.7861, 2.6387], [3.2991, -0.5444, 3.7499], [4.5686, -0.9963, 3.9254], [5.2610, -0.7187, 5.1257], [6.5474, -1.1538, 5.2790], [7.1863, -1.8833, 4.2487], [6.5254, -2.1678, 3.0872], [5.1956, -1.7214, 2.9128], [4.5358, -1.9869, 1.7554], [3.3208, -1.5532, 1.5660], [2.6337, -2.0187, -0.1629], [2.7298, -3.8400, 0.0245], [4.0783, -1.7721, -1.3536], [5.3581, -2.5856, -1.1488], [4.4333, -0.2875, -1.3973], [3.4777, -2.1825, -2.7105], [0.1303, -0.5920, 4.2070], [0.1590, -2.1081, 4.3729], [0.7170, 0.0408, 5.4732], [-1.3324, -0.1460, 4.0672], [2.2056, 1.7259, 3.8349], [0.5011, 2.1587, 3.5413], [1.6621, 2.2909, 2.2372], [4.7448, -0.1632, 5.8979], [7.0863, -0.9422, 6.1940], [8.2071, -2.2167, 4.3875], [6.9857, -2.7288, 2.2842], [3.5882, -4.1003, 0.6450], [2.8457, -4.2829, -0.9627], [1.8229, -4.2463, 0.4538], [5.8025, -2.4261, -0.1727], [6.0780, -2.2793, -1.9164], [5.1778, -3.6537, -1.2761], [4.9107, 0.0291, -0.4683], [3.5608, 0.3421, -1.5858], [5.1381, -0.1011, -2.2134], [3.3202, -3.2593, -2.7787], [4.1820, -1.8987, -3.4992], [2.5276, -1.6920, -2.9230], [1.1731, -2.5089, 4.3580], [-0.4180, -2.6137, 3.6074], [-0.2824, -2.3590, 5.3430], [1.7823, -0.1494, 5.5673], [0.2067, -0.3968, 6.3372], [0.5537, 1.1178, 5.5100], [-1.8252, -0.6805, 3.2546], [-1.4244, 0.9233, 3.8636], [-1.8650, -0.3604, 4.9996], [-0.3508, -4.0800, -2.1595], [0.3932, -6.7753, -1.3440], [2.3160, 2.3834, -3.7868], [1.5232, 1.1584, -4.0105], [1.2467, 0.2292, -2.9089], [-0.1132, -2.2307, -4.8005], [-0.8545, -1.7092, -3.9848], [-1.0875, -2.0974, -2.7728], [-1.6572, -0.4779, -4.3678], [-1.4227, 0.1160, -5.6008], [-2.1644, 1.2120, -6.0181], [-3.1751, 1.7105, -5.2174], [-3.4044, 1.0920, -4.0002], [-2.6591, 0.0205, -3.5443], [-4.5216, 1.5809, -3.1786], [-5.1825, 2.5127, -3.6053], [-4.7593, 1.0070, -2.1360], [-0.6302, -0.2960, -6.2116], [-1.9597, 1.6763, -6.9740], [-3.7843, 2.5491, -5.5172], [-2.8490, -0.4283, -2.5805]],
  "forces_ev_per_angstrom": [[-0.66, 0.03, -0.16], [0.07, 0.28, -0.10], [-0.11, -0.06, -0.06], [-0.01, 0.05, -0.03], [-0.02, -0.02, -0.02], [-0.01, -0.03, 0.01], [0.02, 0.01, -0.04], [0.01, 0.00, 0.07], [0.27, -0.12, 0.14], [0.00, -0.16, -0.02], [-0.37, 0.34, -0.19], [-0.26, -0.07, 0.17], [0.37, 0.01, 0.03], [-0.02, -0.16, -0.01], [0.08, 0.04, 0.08], [-0.02, -0.02, -0.01], [0.02, 0.01, 0.03], [-0.03, 0.06, 0.04], [-0.01, 0.02, -0.02], [0.04, -0.07, 0.02], [0.02, -0.02, 0.02], [-0.01, -0.01, 0.01], [-0.01, -0.01, -0.01], [-0.01, 0.01, 0.00], [-0.01, 0.00, -0.02], [-0.08, -0.03, -0.01], [0.00, -0.01, 0.00], [0.01, 0.01, -0.02], [0.00, 0.01, 0.02], [0.02, -0.07, -0.02], [0.05, 0.18, -0.11], [0.09, -0.11, 0.13], [-0.03, 0.08, 0.00], [-0.02, -0.04, 0.05], [-0.01, -0.05, 0.01], [0.02, 0.06, -0.05], [-0.01, 0.02, -0.01], [-0.01, 0.00, 0.00], [0.01, 0.01, 0.00], [0.05, 0.05, -0.02], [0.00, -0.10, 0.00], [-0.13, -0.03, -0.03], [-0.01, 0.01, 0.00], [0.00, 0.02, 0.00], [0.01, 0.00, -0.01], [0.01, 0.01, 0.01], [0.01, -0.01, 0.00], [-0.02, -0.02, 0.00], [0.01, 0.01, -0.04], [0.32, -0.20, -0.06], [-0.06, -0.02, -0.10], [0.10, 0.03, 0.13], [-0.06, 0.05, 0.03], [0.01, -0.01, 0.00], [0.00, -0.01, -0.02], [0.00, 0.01, 0.02], [-0.02, -0.01, -0.01], [0.03, -0.03, -0.07], [0.17, -0.08, 0.03], [-0.18, 0.05, -0.07], [0.25, -0.02, 0.33], [-0.02, 0.05, 0.07], [-0.01, 0.05, -0.02], [-0.03, -0.03, -0.05], [0.02, -0.02, 0.06], [-0.03, 0.03, -0.04], [-0.07, 0.09, -0.04], [0.02, -0.01, 0.02], [-0.04, 0.03, -0.02], [-0.04, -0.07, -0.02], [-0.01, -0.01, 0.02], [-0.02, 0.01, 0.00], [0.00, 0.00, 0.01], [-0.01, 0.03, 0.00], [0.00, 0.00, 0.01], [0.00, -0.01, 0.00], [0.01, 0.00, -0.01], [0.02, -0.03, -0.03], [-0.04, -0.01, -0.03], [-0.09, 0.00, 0.04], [0.04, 0.05, 0.05], [-0.01, -0.04, -0.02], [-0.02, -0.03, 0.04], [0.02, 0.02, 0.02], [-0.03, 0.01, -0.01], [0.01, 0.00, -0.02], [0.00, -0.03, 0.01], [0.01, -0.01, -0.02], [0.02, 0.02, 0.01], [0.04, -0.02, 0.00], [0.01, 0.03, -0.02], [0.00, -0.01, 0.02], [0.05, -0.03, 0.01], [-0.02, 0.01, 0.02], [0.01, 0.03, 0.00], [0.00, 0.00, -0.01], [0.02, 0.04, 0.01], [-0.01, -0.01, 0.01], [0.05, -0.34, -0.10], [0.02, 0.13, -0.01], [0.00, 0.05, -0.01], [0.17, -0.04, -0.02], [-0.01, 0.04, -0.08], [-0.13, 0.03, -0.01], [0.15, 0.11, 0.02], [0.00, 0.16, 0.13], [-0.10, -0.09, -0.04], [0.09, 0.02, 0.04], [0.04, -0.01, -0.04], [-0.02, -0.04, 0.03], [-0.03, 0.06, 0.06], [0.08, -0.01, -0.08], [0.01, -0.05, -0.16], [0.00, 0.07, 0.06], [-0.05, -0.06, 0.07], [-0.02, -0.02, -0.01], [0.02, 0.01, -0.01], [0.01, 0.02, 0.02], [-0.02, -0.02, 0.01]],
  "mol_weight_g_mol": 1435.98,
  "largest_force_ev_per_a": 0.676,
  "charge": -2,
  "de_lowest_kj_mol": 0.0,
  "homo_lumo_gap_ev": 6.280
}

No. 2
{
  "formula": "C2H5NO",
  "method": "ωB97M-V/def2-TZVPD",
  "species": ["C", "N", "H", "H", "H", "O", "C", "H", "H"],
  "positions_angstrom": [[-1.7029, -0.3723, 0.9857], [-0.6180, -0.9287, 1.3104], [-1.6619, 0.6638, 0.6590], [-2.6747, -0.8660, 1.0248], [-0.7303, -1.9003, 1.5984], [1.1319, 1.1781, -1.5905], [1.3378, 0.3206, -0.7765], [1.0366, -0.7289, -0.9459], [1.8356, 0.4897, 0.1931]],
  "forces_ev_per_angstrom": [[0.13, -0.17, 0.16], [0.29, 0.04, -0.09], [-0.14, 0.04, -0.05], [-0.08, 0.05, -0.05], [-0.21, 0.06, 0.01], [0.03, 0.07, 0.18], [-0.03, -0.38, -0.05], [-0.01, 0.04, -0.07], [0.00, 0.25, -0.03]],
  "mol_weight_g_mol": 59.07,
  "largest_force_ev_per_a": 0.388,
  "smiles": "C=N.C=O",
  "de_lowest_kj_mol": 225.6,
  "homo_lumo_gap_ev": 10.911
}

No. 3
{
  "formula": "C22H49Cl8N4O5",
  "method": "ωB97M-V/def2-TZVPD",
  "species": ["C", "C", "O", "H", "H", "H", "H", "H", "C", "C", "O", "N", "C", "H", "H", "H", "H", "H", "H", "H", "C", "C", "O", "N", "C", "H", "H", "H", "H", "H", "H", "H", "C", "C", "O", "N", "C", "H", "H", "H", "H", "H", "H", "H", "C", "C", "O", "N", "C", "H", "H", "H", "H", "H", "H", "H", "Cl", "C", "C", "Cl", "H", "H", "H", "H", "Cl", "C", "C", "Cl", "H", "H", "H", "H", "Cl", "C", "C", "Cl", "H", "H", "H", "H", "Cl", "C", "C", "Cl", "H", "H", "H", "H"],
  "positions_angstrom": [[-1.3184, -0.6697, -0.1553], [-0.0960, 0.2312, -0.1703], [1.0447, -0.3623, 0.3467], [-1.2862, -1.5037, -0.8703], [-2.2291, -0.1248, -0.4336], [-1.4888, -1.1684, 0.8024], [-0.3243, 1.1607, 0.3810], [0.0604, 0.5478, -1.2240], [4.5984, -1.7762, 0.7567], [4.8373, -0.4108, 0.1537], [5.9803, -0.1307, -0.2138], [3.7752, 0.3546, -0.0865], [3.8146, 1.6686, -0.6543], [5.2633, -1.8865, 1.6184], [4.8518, -2.6273, 0.1337], [3.5819, -1.8576, 1.1526], [2.8435, 0.0264, 0.1592], [2.8575, 2.0834, -0.9603], [4.5115, 1.7036, -1.4980], [4.2260, 2.3649, 0.0861], [-0.5468, -3.7950, 1.4384], [0.2661, -3.4409, 2.6538], [0.1639, -4.0782, 3.7015], [1.0838, -2.3764, 2.5490], [1.9007, -1.9261, 3.6416], [-1.6076, -3.7733, 1.7027], [-0.4629, -4.8326, 1.1046], [-0.2805, -3.1758, 0.5834], [0.9927, -1.7866, 1.7150], [2.5755, -1.1711, 3.2403], [2.5088, -2.7223, 4.0707], [1.2933, -1.5060, 4.4492], [2.2725, -3.5307, -0.8184], [2.5797, -2.7274, -2.0543], [3.1881, -3.2218, -2.9966], [2.1133, -1.4656, -2.0419], [2.1453, -0.5871, -3.1929], [1.7455, -2.9963, -0.0300], [3.1379, -4.0528, -0.4229], [1.5847, -4.3055, -1.1744], [1.6373, -1.1142, -1.2080], [2.4807, 0.3863, -2.8422], [1.1717, -0.5493, -3.6905], [2.8006, -0.9877, -3.9641], [-1.8918, 3.9532, -0.3600], [-2.2160, 5.2015, -1.1265], [-2.7573, 6.1789, -0.6229], [-1.6768, 5.2614, -2.3790], [-1.9027, 6.3604, -3.2834], [-1.4901, 3.1628, -0.9875], [-2.7094, 3.6499, 0.2953], [-1.1382, 4.1298, 0.4165], [-0.9864, 4.5743, -2.6250], [-2.4155, 6.0297, -4.1864], [-0.9526, 6.8341, -3.5474], [-2.4611, 7.1436, -2.7783], [0.7809, 1.9845, 4.9823], [1.0732, 1.4451, 3.2891], [2.5199, 1.4741, 2.9178], [3.1597, 3.1159, 2.6440], [0.3739, 2.0205, 2.6902], [0.7108, 0.4181, 3.2659], [2.6835, 0.9565, 1.9741], [3.1444, 0.9489, 3.6381], [-2.8879, 1.8301, -2.9561], [-2.1961, 0.3560, -3.6619], [-1.0126, 0.6840, -4.5449], [-1.5813, 1.5100, -6.0279], [-3.0211, -0.1631, -4.1418], [-1.8325, -0.2364, -2.8203], [-0.4506, -0.2051, -4.8165], [-0.3722, 1.3558, -3.9765], [-4.8072, -4.2474, -0.4265], [-3.8281, -2.8122, -0.9558], [-4.7165, -1.5982, -1.0928], [-5.7544, -1.6960, -2.5317], [-3.2935, -3.0596, -1.8689], [-3.0867, -2.6689, -0.1732], [-4.0654, -0.7330, -1.2048], [-5.3566, -1.4773, -0.2252], [-4.1359, -0.8830, 2.4486], [-2.8948, -0.6824, 3.7463], [-2.9390, 0.6976, 4.3530], [-2.6633, 1.9719, 3.1943], [-1.9296, -0.8808, 3.2837], [-3.1252, -1.4379, 4.4923], [-2.2172, 0.7957, 5.1640], [-3.9283, 0.8504, 4.7878]],
  "forces_ev_per_angstrom": [[-0.71, -0.37, -0.29], [0.68, -0.13, 0.28], [-0.04, -0.43, 0.01], [0.54, 0.12, -0.11], [0.07, 0.21, 0.27], [0.07, 0.37, 0.20], [-0.25, 0.05, -0.03], [-0.07, 0.13, -0.11], [-0.44, 0.25, 1.40], [1.47, -0.89, -1.42], [-0.23, 0.49, 0.36], [-1.29, 0.00, 0.39], [1.49, 0.86, 0.07], [0.04, 0.21, 0.00], [-0.13, 0.31, -0.55], [-0.01, -0.26, -0.25], [-0.39, -0.24, -0.01], [-0.29, -0.58, 0.10], [-0.15, -0.10, -0.04], [-0.05, 0.09, -0.13], [-0.32, -0.33, -0.48], [0.02, -0.57, 0.92], [0.04, 0.03, -0.22], [-0.35, -0.12, -0.81], [0.08, 0.14, 0.10], [-0.01, 0.60, -0.07], [0.65, -0.04, 0.38], [-0.41, 0.16, 0.06], [0.22, 0.33, -0.05], [-0.04, 0.03, 0.16], [-0.13, -0.15, -0.11], [0.10, 0.05, 0.05], [-0.70, -0.59, -0.08], [0.37, 0.25, -0.06], [-0.07, -0.04, -0.08], [-0.37, -0.07, -0.46], [0.13, -0.61, 0.03], [0.30, 0.23, -0.10], [0.15, 0.12, -0.08], [0.04, -0.09, 0.10], [0.01, -0.01, 0.48], [-0.10, 0.21, -0.36], [-0.04, 0.29, 0.34], [0.39, 0.04, 0.27], [0.35, -0.22, 0.89], [1.00, 1.24, 0.50], [-0.49, -0.67, -0.21], [-0.27, -0.30, 0.07], [0.51, 0.42, 0.08], [-0.37, -0.23, 0.07], [-0.40, -0.25, -0.64], [0.26, 0.53, -0.37], [-0.24, -0.20, -0.13], [-0.04, 0.08, -0.01], [0.00, -0.16, -0.20], [-0.29, -0.23, 0.08], [0.09, 0.08, 0.11], [-0.68, -0.45, 0.41], [0.28, -0.22, -0.60], [-0.01, 0.16, 0.29], [0.43, 0.20, -0.29], [0.17, -0.01, -0.14], [-0.40, 0.02, -0.03], [-0.07, 0.36, 0.29], [-0.17, 0.21, 0.07], [0.23, -0.37, 0.36], [-0.63, 0.20, 0.20], [0.29, -0.04, -0.01], [0.19, -0.07, -0.25], [-0.04, -0.05, -0.03], [-0.18, -0.01, -0.18], [0.15, 0.06, -0.28], [0.33, 0.26, -0.30], [-0.33, -0.41, 0.50], [0.58, -0.13, 0.01], [-0.10, 0.03, -0.16], [-0.23, -0.08, -0.13], [-0.14, 0.15, 0.08], [-0.21, 0.14, -0.03], [0.01, 0.03, 0.01], [0.17, 0.01, 0.25], [0.08, -0.01, -0.41], [-0.71, -0.51, 0.74], [0.25, 0.54, -0.51], [-0.01, -0.08, 0.01], [0.12, 0.01, 0.05], [0.18, -0.11, -0.17], [0.04, 0.11, -0.07]],
  "mol_weight_g_mol": 733.28,
  "largest_force_ev_per_a": 2.233,
  "charge": -1,
  "homo_lumo_gap_ev": 8.284
}

No. 4
{
  "formula": "C9H14",
  "method": "ωB97M-V/def2-TZVPD",
  "species": ["C", "C", "C", "C", "C", "C", "C", "H", "H", "H", "H", "H", "H", "H", "H", "C", "C", "H", "H", "H", "H", "H", "H"],
  "positions_angstrom": [[1.4108, -0.9185, 1.7143], [-0.4652, -1.1632, 0.0988], [0.9725, -1.2537, 0.2818], [-1.0871, -1.4168, -1.0696], [-0.3689, -1.5988, -2.2061], [1.7552, -1.3250, -0.9900], [1.0990, -1.5554, -2.1946], [-0.9229, -0.8824, 1.1153], [-2.1218, -1.3543, -1.0849], [0.7370, -1.2853, 2.5112], [1.5038, 0.2382, 1.8418], [-0.8505, -1.9741, -3.1352], [2.8046, -1.0203, -1.1181], [1.6227, -1.6328, -3.0767], [2.3184, -1.4599, 1.8605], [-0.4790, 2.2399, 0.1384], [-1.5940, 2.3831, 1.2321], [-0.2450, 3.2564, -0.3613], [0.3288, 1.6643, 0.7285], [-0.6764, 1.5806, -0.6448], [-1.7181, 1.5455, 1.7752], [-2.6360, 2.5642, 0.7331], [-1.3880, 3.3685, 1.8503]],
  "forces_ev_per_angstrom": [[-0.10, 0.94, -1.49], [1.36, 0.29, 3.14], [-0.52, 0.10, -0.68], [0.07, 0.75, 1.25], [2.14, -1.58, -3.35], [-0.83, 0.50, 0.39], [-2.51, 0.61, 3.42], [-0.27, -0.53, -1.87], [-2.04, -0.02, -0.23], [-0.06, 0.19, -0.66], [0.28, -1.48, 0.22], [0.20, 0.43, 0.61], [-0.11, -0.45, 0.67], [1.18, -0.07, -1.91], [1.18, 0.25, 0.54], [0.88, 1.07, 2.38], [-1.03, 5.23, -3.31], [0.18, -1.56, 1.22], [-0.36, 1.61, -1.30], [-0.89, -1.20, -1.18], [-0.05, -2.72, 2.19], [1.67, -0.15, 0.77], [-0.37, -2.22, -0.83]],
  "mol_weight_g_mol": 122.21,
  "largest_force_ev_per_a": 6.273,
  "charge": -1,
  "spin_multiplicity": 2,
  "de_lowest_kj_mol": 172.1,
  "s_squared": 0.7609,
  "homo_lumo_gap_ev": [3.292, 7.086]
}